Density functional theory data (wB97M-V/def2-TZVPD) for a 12-piece molecular cluster, C36H101N11O4 overall at a distorted geometry.

Output
ΔE to the lowest compared entry with this formula, charge and spin = 122.46 kcal per mole
Charge = +4
DFT total energy = -63505.7651 eV
Gap between HOMO and LUMO = 2.345 eV

Each line ends with the Löwdin charge.
Element x y z (Å)
H 4.1465 -7.0546 -4.2494  0.110
H 0.2384 -4.5041 -5.8065  0.059
O -0.0187 -0.6494 -0.7010  -0.067
H 1.7017 12.1396 -2.2896  0.066
N -1.8545 5.4077 -8.3962  0.355
H 3.2082 -2.8560 -3.8772  0.135
H -2.2541 -0.5443 -9.9380  0.161
C 1.2750 11.9376 1.6829  -0.252
H 2.1731 9.1995 -0.0566  0.103
C 3.0569 -7.0253 -4.2508  -0.212
O -1.5699 1.7514 -4.2094  -0.151
C -1.0006 4.8538 8.9618  -0.208
H 0.3821 5.9501 7.5916  0.049
H -3.4567 0.5373 -9.6713  0.155
H 0.0118 4.0999 6.5874  0.097
H -1.0931 2.7589 6.3116  0.105
H 0.5767 9.6156 0.5915  0.114
C 3.3621 -6.2126 -6.4671  -0.264
H -7.7676 -2.9499 -4.9354  0.066
H 0.5737 -6.7090 -4.8048  0.112
H -4.0805 3.6986 8.6900  0.079
H 3.0125 -7.3191 6.6945  0.112
H 1.9017 7.7680 1.7918  0.060
H 5.8729 1.3829 0.7567  0.149
H 4.2129 -6.0904 4.1063  0.051
H -0.0149 -6.8378 7.6154  0.071
H 0.3142 12.1088 1.1975  0.101
C 1.1608 -6.4503 -5.6860  -0.254
H -8.2633 -2.7814 -3.2914  0.087
C -7.5932 -4.7894 -3.9496  -0.280
C 1.3238 11.8823 -1.3001  -0.080
C -5.1642 -5.4941 -2.3420  -0.082
H 0.9498 11.4597 2.6070  0.108
H 5.5385 2.6401 -5.4108  0.146
H -0.9674 6.9133 8.0252  0.058
C 0.3445 2.3476 7.7748  -0.102
H 5.7635 2.4867 -0.4384  0.148
C 1.9278 13.3001 1.9448  -0.079
H 0.1674 -5.4481 8.6058  0.085
H -7.3327 -7.4671 -0.6976  0.067
H -4.8287 -5.0185 -3.2636  0.055
H -6.5602 -2.9297 -3.6492  0.060
H 3.1478 8.9079 2.1218  0.074
H 0.1876 6.5849 9.3233  0.069
H 1.1424 -7.3185 -6.3449  0.121
H 3.6526 -7.7949 4.2356  0.065
H -6.7272 -5.1789 -4.4848  0.103
H 4.9838 -7.2956 5.1783  0.073
H -2.6583 -0.0081 -8.4142  0.157
H 1.9787 13.8910 1.0302  0.064
H -0.1824 -5.2762 3.9995  0.058
C -0.2792 6.1710 8.4295  -0.064
C -0.3839 -6.2334 4.4803  -0.077
C 0.7118 -6.0777 7.9020  -0.079
C 0.5710 1.7252 -0.6822  -0.386
H 2.7140 -8.0339 -4.4816  0.123
H -7.3323 -7.2780 -3.1661  0.107
C 4.0379 -6.9312 4.7775  -0.090
H 1.2526 13.8727 2.5807  0.077
H 1.4916 -6.7036 8.3359  0.074
H -9.0274 -6.7633 -3.0699  0.116
N 1.8428 -5.9056 5.6200  -0.202
H 4.6940 2.4794 0.8530  0.161
N 2.6674 -2.3050 2.9967  0.358
C 2.0688 8.8266 1.9908  -0.099
H 3.5925 -2.2860 2.5918  0.149
H -3.7151 -1.0141 -9.2290  0.168
H 3.2043 10.8158 -0.8308  0.099
H -8.5125 -5.1308 -4.4256  0.118
C -8.2576 -7.3010 -1.2500  -0.094
H 3.6773 -1.3277 -3.5810  0.136
H 2.4456 -1.4234 3.4366  0.161
H 0.8584 -5.0652 -7.4069  0.056
C 2.5186 11.5339 -0.3810  -0.258
N -7.6601 -5.2707 -2.5676  -0.193
H -0.1610 1.5411 8.3060  0.077
H 5.4765 -5.7809 -5.7858  0.065
C -1.0496 0.6127 -2.3767  -0.035
H 3.5981 -7.2515 -6.6976  0.128
H 3.2230 12.3588 -0.2746  0.104
H -3.8713 5.4852 8.8174  0.064
C 1.6477 9.6357 0.7930  -0.289
H -8.9141 -6.6417 -0.6822  0.083
H 0.9561 2.8595 8.5178  0.061
H 5.0633 -5.2869 -7.3993  0.069
O 0.9947 1.7310 0.4879  -0.058
H -4.3656 -5.3317 -1.6182  0.062
C 0.8998 2.7126 -1.6651  -0.055
H 4.4537 -4.3262 -6.1059  0.039
H 2.3422 -1.5634 -4.4253  0.154
H 6.3182 2.8460 1.1257  0.165
H 2.8907 -5.4672 -2.6838  0.037
H 2.5144 -3.0952 3.6069  0.146
H 5.1607 2.6037 -6.9019  0.158
C -6.4806 -4.9273 -1.7472  -0.223
H 1.5051 9.1056 2.8810  0.071
C 3.1780 -6.4949 6.0006  -0.221
H -2.4578 5.3669 6.7172  0.105
H -0.9190 -6.1377 5.4252  0.067
H 0.7202 12.7366 -0.9936  0.066
H 0.6424 11.0378 -1.4032  0.063
H -6.6544 -5.2646 -0.7254  0.105
C 0.4107 -5.3608 -6.4580  -0.096
H -1.7993 5.1625 9.6362  0.101
H -2.1770 6.3548 -8.2575  0.169
H 1.9980 -4.5313 7.1464  0.104
H -2.4457 4.9682 -9.0872  0.153
C -0.7752 1.6786 -3.1817  -0.404
H -5.2607 -6.5721 -2.4711  0.067
C -7.5466 -3.3009 -3.9275  -0.112
H -2.0265 4.8742 -7.5561  0.159
H 2.8973 -7.0194 -2.0126  0.067
H -4.8339 4.8760 7.5537  0.068
N -1.5806 3.9290 7.9715  -0.203
N -3.0102 -0.2960 -9.3160  0.355
H 1.5391 3.5263 -1.3562  0.090
C -8.0452 -6.6728 -2.6060  -0.292
H -6.4576 -3.8436 -1.6326  0.099
H 0.7733 -7.7222 5.4668  0.118
H 1.5028 -7.1155 3.9942  0.098
N 5.2526 3.2690 -6.1476  0.352
C 2.5308 -6.4764 -2.8838  -0.083
H 2.8394 -5.7690 -7.3145  0.097
N 2.5355 -6.0959 -5.2802  -0.208
H -1.0016 -6.8157 3.7966  0.078
N 5.6501 2.3473 0.5555  0.353
C -3.9500 4.6324 8.1432  -0.078
H -8.8457 -8.2071 -1.3950  0.078
H -0.5587 -5.6914 -6.8307  0.076
H 2.0027 -2.3705 2.2390  0.155
H 2.3341 -1.9571 -2.7924  0.153
H 0.4192 -4.5712 6.4613  0.098
H -2.9546 3.7203 6.4359  0.105
C 0.9780 -6.8136 4.9006  -0.284
H 1.0594 1.8295 7.1356  0.055
H 5.8858 4.0394 -6.3079  0.168
C 1.2410 -5.2182 6.7680  -0.279
H -1.8302 -0.1099 -2.5634  0.106
C 4.6705 -5.3573 -6.3849  -0.081
C -0.2231 0.4667 -1.2019  -0.384
H 3.7383 -5.7372 6.5482  0.107
H 2.9224 13.1666 2.3704  0.081
H 4.3486 3.6332 -5.8823  0.159
N 2.8708 -1.9321 -3.6476  0.359
C -0.5812 3.3323 7.0845  -0.275
C 0.3086 2.7148 -2.8753  -0.424
H -0.2966 4.2421 9.5260  0.095
N 2.1441 10.9997 0.9338  -0.193
C -2.7243 4.4387 7.2227  -0.259
O 0.7159 3.5767 -3.7488  -0.142
H -0.8889 5.2490 -8.6460  0.158
H 1.4514 -6.5292 -2.7411  0.066